Molecular formula: C14H12N2OS
Method: DFT, the ωB97M-V functional and the def2-TZVPD basis

Structure (XYZ):
```
30
Properties=species:S:1:pos:R:3:nbo_charge:R:1
C -1.970 1.280 1.549 -0.655
C -0.587 1.792 1.784 0.178
C 0.540 1.033 1.408 -0.255
C 0.491 -0.232 0.625 0.026
C -0.086 -1.447 1.070 -0.252
C 0.135 -2.676 0.434 0.032
N 0.712 -2.701 -0.821 -0.407
C 1.121 -1.583 -1.329 0.161
C 1.740 -1.559 -2.662 -0.189
C 2.224 -0.354 -3.216 -0.203
C 1.911 0.858 -2.554 -0.235
C 1.271 0.821 -1.372 -0.126
C 0.940 -0.341 -0.694 -0.128
S 2.235 1.358 1.910 0.263
C 1.855 2.281 3.490 -0.595
C 0.699 3.217 3.373 0.685
O 0.755 4.283 3.891 -0.553
N -0.422 2.923 2.510 -0.635
H -2.677 1.935 2.046 0.219
H -2.319 1.314 0.560 0.234
H -2.162 0.220 1.821 0.240
H -0.534 -1.534 2.006 0.205
H -0.402 -3.548 0.826 0.203
H 1.689 -2.574 -3.095 0.232
H 2.673 -0.305 -4.162 0.215
H 2.049 1.820 -3.010 0.217
H 0.858 1.731 -0.884 0.210
H 2.749 2.770 3.796 0.260
H 1.551 1.463 4.113 0.239
H -1.165 3.627 2.460 0.417
```

LUMO energy   -0.1214 eV
Net charge   0
SMILES string   CC1=C(c2ccnc3ccccc23)SCC(=O)N1
F_max   5.05 eV/Å
Energy above the lowest of the compared OMol25 structures with the same formula, charge and spin   1.621 eV
Frontier orbital gap   7.90 eV
Multiplicity   1

Molecular formula: C14H12N3O3S
Method: DFT, the ωB97M-V functional and the def2-TZVPD basis

Structure (XYZ):
```
33
Properties=species:S:1:pos:R:3:nbo_charge:R:1
O -5.978 0.166 -0.642 -0.536
C -5.951 1.165 0.080 0.767
O -6.743 2.170 -0.039 -0.722
C -4.985 1.075 1.161 -0.501
C -4.427 -0.459 0.921 -0.472
H -4.828 -1.034 1.927 0.243
S -2.737 -0.427 1.203 0.066
C -2.614 -0.397 -0.880 0.461
N -1.614 -0.205 -1.581 -0.424
N -0.265 -0.192 -1.127 -0.203
C 0.167 -0.791 -0.285 0.094
C 1.511 -0.832 -0.074 -0.245
C 2.492 -0.202 -0.597 -0.115
C 3.899 0.197 -0.160 -0.030
C 4.549 -0.721 0.589 -0.217
C 5.838 -0.569 1.077 -0.189
C 6.658 0.284 0.336 -0.222
C 5.930 1.209 -0.543 -0.188
C 4.723 1.204 -0.924 -0.218
H 4.084 1.785 -1.452 0.225
H 6.469 2.028 -1.241 0.192
H 7.561 0.669 0.626 0.202
H 6.407 -1.062 1.719 0.204
H 3.960 -1.424 1.424 0.199
H 2.058 0.858 -1.435 0.149
H 2.037 -1.648 0.729 0.181
H -0.355 -1.976 0.150 0.091
N -3.794 -0.360 -1.277 -0.686
H -4.031 -0.854 -2.089 0.400
C -4.896 -0.932 -0.225 0.668
O -5.335 -1.939 -0.402 -0.645
H -4.328 1.855 0.852 0.237
H -5.459 1.358 2.179 0.234
```

LUMO energy   2.0031 eV
Net charge   -1
F_max   16.78 eV/Å
Energy above the lowest of the compared OMol25 structures with the same formula, charge and spin   9.608 eV
Frontier orbital gap   7.18 eV
Multiplicity   1

Molecular formula: C14H12N4OS
Method: DFT, the ωB97M-V functional and the def2-TZVPD basis

Structure (XYZ):
```
32
Properties=species:S:1:pos:R:3:nbo_charge:R:1
O -1.874 1.168 -3.881 -0.627
C -1.075 0.690 -3.107 0.774
N -0.942 -0.687 -3.023 -0.483
N -0.437 -1.406 -1.949 -0.445
C -0.782 -1.117 -0.666 0.281
N -0.072 -1.456 0.344 -0.517
C -0.671 -1.100 1.521 0.199
C -0.158 -1.316 2.794 -0.239
C -0.883 -0.887 3.888 -0.210
C -2.109 -0.248 3.734 -0.226
C -2.637 -0.019 2.476 -0.204
C -1.914 -0.446 1.379 -0.251
S -2.317 -0.294 -0.312 0.329
N -0.293 1.467 -2.301 -0.661
C 0.856 1.135 -1.567 0.229
C 1.014 1.638 -0.280 -0.260
C 2.132 1.305 0.460 -0.186
C 3.104 0.478 -0.078 -0.217
C 2.963 0.000 -1.369 -0.195
C 1.848 0.330 -2.119 -0.285
H -1.664 -1.167 -3.552 0.405
H 0.528 -1.712 -2.042 0.404
H 0.792 -1.813 2.901 0.224
H -0.494 -1.052 4.882 0.215
H -2.658 0.075 4.606 0.215
H -3.588 0.476 2.350 0.218
H -0.601 2.428 -2.257 0.419
H 0.249 2.276 0.139 0.220
H 2.240 1.686 1.464 0.219
H 3.972 0.213 0.505 0.216
H 3.728 -0.629 -1.801 0.217
H 1.745 -0.017 -3.137 0.221
```

LUMO energy   0.6713 eV
Net charge   0
SMILES string   O=C(NNc1nc2ccccc2s1)Nc1ccccc1
F_max   1.11 eV/Å
Energy above the lowest of the compared OMol25 structures with the same formula, charge and spin   0.142 eV
Frontier orbital gap   9.02 eV
Multiplicity   1

Molecular formula: C14H12N6PdS
Method: DFT, the ωB97M-V functional and the def2-TZVPD basis

Structure (XYZ):
```
34
Properties=species:S:1:pos:R:3:nbo_charge:R:1
Pd 0.140 -0.680 -0.332 1.117
S -1.568 -2.224 -1.271 0.402
C -2.218 -0.724 -1.826 -0.049
C -3.368 -0.607 -2.612 -0.146
C -3.783 0.668 -2.963 -0.136
C -3.053 1.768 -2.531 -0.145
C -1.909 1.569 -1.750 0.087
N -1.515 0.356 -1.418 -0.456
H -3.900 -1.494 -2.930 0.271
H -4.670 0.801 -3.568 0.269
H -3.350 2.772 -2.799 0.267
H -1.305 2.394 -1.394 0.243
N 7.144 -0.832 -2.828 -0.180
C 6.057 -0.818 -2.456 0.204
C 4.706 -0.780 -1.983 -0.029
C 3.663 -0.575 -2.890 -0.150
C 2.356 -0.510 -2.435 -0.264
C 2.122 -0.704 -1.080 -0.131
C 3.145 -0.878 -0.160 -0.256
C 4.451 -0.934 -0.619 -0.158
H 3.874 -0.449 -3.943 0.260
H 1.558 -0.350 -3.151 0.242
H 2.949 -1.000 0.899 0.249
H 5.264 -1.086 0.078 0.262
N -2.497 1.407 4.594 -0.757
C -1.674 0.393 4.874 0.681
N -1.501 0.011 6.130 -0.728
N -0.998 -0.261 3.941 -0.618
C -0.896 -0.223 2.692 0.646
N -0.709 -0.291 1.539 -0.706
H -3.005 1.886 5.318 0.425
H -2.672 1.677 3.644 0.420
H -1.961 0.471 6.898 0.423
H -0.877 -0.752 6.332 0.440
```

LUMO energy (alpha / beta)   -6.4433 / -10.1975 eV
Net charge   +2
F_max   0.77 eV/Å
Frontier orbital gap (alpha / beta)   8.76 / 4.79 eV
Expectation value of S²   6.0377
Multiplicity   5

Molecular formula: C14H13AuN3O5S
Method: DFT, the ωB97M-V functional and the def2-TZVPD basis

Structure (XYZ):
```
37
Properties=species:S:1:pos:R:3:nbo_charge:R:1
Au 1.017 0.647 0.322 1.497
O -2.653 -1.858 -2.749 -0.642
C -2.794 -2.398 -1.534 0.394
C -3.769 -3.391 -1.407 -0.278
C -3.993 -3.992 -0.192 -0.113
C -3.254 -3.634 0.944 -0.253
C -2.286 -2.674 0.832 -0.126
C -2.029 -2.036 -0.402 -0.221
C -0.983 -1.047 -0.455 0.618
O -0.219 -0.901 0.603 -0.674
N -0.808 -0.328 -1.579 -0.434
N 0.206 0.537 -1.436 -0.216
C 0.711 1.317 -2.330 0.071
C 1.819 2.173 -1.876 0.141
C 2.467 3.101 -2.662 -0.189
C 3.490 3.861 -2.099 -0.102
C 3.837 3.683 -0.774 -0.217
C 3.156 2.740 -0.018 0.100
N 2.194 2.009 -0.570 -0.463
H -1.988 -1.151 -2.719 0.505
H -4.338 -3.659 -2.286 0.243
H -4.759 -4.753 -0.116 0.230
H -3.451 -4.108 1.895 0.232
H -1.704 -2.377 1.691 0.226
H 0.315 1.312 -3.337 0.250
H 2.173 3.228 -3.694 0.255
H 4.006 4.594 -2.703 0.253
H 4.621 4.265 -0.312 0.261
H 3.360 2.547 1.027 0.266
C 0.539 -0.505 3.926 -0.895
S 0.804 1.060 3.168 2.371
O -0.355 1.391 2.362 -0.993
O 1.297 1.974 4.138 -0.897
O 1.930 0.766 2.097 -0.979
H -0.265 -0.364 4.646 0.267
H 1.452 -0.804 4.434 0.263
H 0.254 -1.225 3.164 0.250
```

LUMO energy   -5.3380 eV
Net charge   +1
F_max   0.75 eV/Å
Energy above the lowest of the compared OMol25 structures with the same formula, charge and spin   0.000 eV
Frontier orbital gap   6.18 eV
Multiplicity   1

Molecular formula: C14H13BrN4O2
Method: DFT, the ωB97M-V functional and the def2-TZVPD basis

Structure (XYZ):
```
34
Properties=species:S:1:pos:R:3:nbo_charge:R:1
C -1.636 3.830 -0.989 -0.639
C -0.602 2.881 -1.468 0.120
N -0.603 1.598 -1.162 -0.272
N 0.459 1.050 -1.759 -0.153
C 0.756 -0.357 -1.607 -0.261
C -0.347 -1.038 -0.869 0.331
C -1.617 -1.388 -1.256 -0.290
C -2.213 -1.975 -0.130 -0.204
C -1.259 -1.949 0.868 0.117
C -1.401 -2.448 2.227 0.663
O -2.440 -2.902 2.656 -0.553
N -0.270 -2.389 3.047 -0.241
C -0.257 -2.754 4.366 -0.017
C 1.016 -2.567 4.815 -0.328
C 1.723 -2.084 3.688 -0.025
N 0.944 -1.984 2.644 -0.242
O -0.132 -1.375 0.403 -0.350
C 1.176 1.957 -2.461 0.137
C 2.406 1.626 -3.217 -0.651
C 0.508 3.155 -2.290 -0.199
Br 0.995 4.823 -3.023 0.060
H -2.148 4.289 -1.834 0.225
H -1.176 4.623 -0.401 0.226
H -2.357 3.298 -0.376 0.235
H 1.683 -0.479 -1.036 0.231
H 0.882 -0.802 -2.601 0.223
H -2.060 -1.232 -2.217 0.232
H -3.203 -2.372 -0.039 0.244
H -1.150 -3.104 4.842 0.243
H 1.402 -2.744 5.797 0.232
H 2.759 -1.815 3.619 0.209
H 2.802 2.526 -3.681 0.246
H 3.166 1.209 -2.555 0.226
H 2.196 0.895 -3.998 0.224
```

LUMO energy   0.0483 eV
Net charge   0
SMILES string   Cc1nn(Cc2ccc(C(=O)n3cccn3)o2)c(C)c1Br
F_max   1.25 eV/Å
Energy above the lowest of the compared OMol25 structures with the same formula, charge and spin   3.059 eV
Frontier orbital gap   8.83 eV
Multiplicity   1